[1]
Density functional theory data (wB97M-V/def2-TZVPD) for a cluster of 9 separate species, C24H62FN8O9P2 in total.

```
! wB97M-V def2-TZVPD RIJCOSX def2/J DEFGRID3
* xyz -1 1
H -3.82 5.05 -0.98
H 5.02 3.46 1.16
H -7.43 -3.34 -2.35
C 2.95 -7.34 0.22
H 7.37 1.89 -1.72
H 6.85 2.75 -3.17
H -2.16 -1.98 2.43
H -0.50 -1.44 3.56
H 7.17 0.26 0.66
H -8.42 -1.96 2.62
H 5.14 -5.38 4.32
C -8.10 -2.73 -0.40
C 5.03 -3.15 3.27
H 7.96 5.73 -4.45
O 4.29 -0.70 1.32
H 4.81 -2.20 2.80
C -5.62 0.12 1.38
F -0.67 -0.56 1.42
C -8.32 -3.40 -1.73
C -2.28 8.95 -2.38
C 0.71 -6.39 -1.49
H 7.97 -4.44 4.23
H -6.30 -5.09 0.89
H -9.14 -2.89 -2.23
H -1.89 7.25 -6.01
H 8.72 5.75 -2.06
H -1.96 8.88 -5.30
C 6.19 -5.56 4.53
C 6.51 -3.27 3.51
C 1.04 -5.73 -0.16
C 8.06 3.89 -1.79
H 2.67 -7.77 -0.73
H -7.97 -0.32 2.18
H -7.06 3.61 -2.53
H -1.50 9.25 -3.07
O -4.26 -1.37 2.66
O -5.50 1.21 -1.32
N 2.09 -6.24 0.56
H 9.63 5.16 -4.31
H -4.67 0.39 0.94
H 1.56 -6.33 -2.18
O 7.30 -2.39 3.21
C -5.37 -0.94 2.42
C 6.54 0.07 1.53
O 8.00 4.01 -0.58
N 4.63 1.44 0.76
O -8.77 -1.77 -0.04
C 5.40 2.64 0.54
H 3.99 -7.02 0.16
C 7.68 2.60 -2.48
H -6.07 1.01 1.84
C 5.07 0.23 1.20
C 8.60 4.95 -4.02
H 8.52 2.18 -3.03
H 3.64 1.45 0.57
H -2.89 9.82 -2.14
N 6.97 -4.42 4.10
H 4.67 -3.94 2.61
P -0.74 -2.10 2.27
H -8.59 -4.45 -1.61
H -6.22 -2.15 3.77
H -3.86 7.53 -2.42
C -4.37 4.60 -1.82
H 5.33 2.95 -0.50
H -5.36 5.05 -1.86
H 6.30 -5.73 5.60
C -1.85 7.82 -5.08
H -6.29 -0.24 0.60
C -6.93 3.11 -1.57
H 6.44 2.48 0.78
H -6.98 -2.72 1.26
O 0.41 -4.78 0.27
O -3.73 6.44 -4.54
H -3.85 4.83 -2.74
H 4.45 -3.20 4.20
H 6.83 0.76 2.33
H 6.66 -0.95 1.89
N -4.47 3.17 -1.62
C -7.85 -1.08 2.94
H -0.13 -5.86 -1.92
H 2.06 -2.93 1.06
H -8.29 -0.72 3.88
H 2.24 -5.74 1.42
H 6.50 -6.47 4.00
H -7.71 2.36 -1.45
C -2.97 7.33 -4.19
H 2.89 -8.13 0.98
H -1.81 8.60 -1.46
N -7.10 -3.22 0.39
H 0.45 -7.44 -1.35
H 8.31 4.00 -4.44
H -3.62 2.64 -1.56
C -6.20 -4.32 0.12
H -5.17 -3.97 0.12
N 8.48 4.92 -2.58
P 1.57 -2.15 2.15
O 2.20 -2.70 3.42
H 2.04 -0.83 1.99
H -0.87 -2.75 0.99
N -6.46 -1.44 3.10
H -0.71 -3.40 2.92
H -0.88 7.66 -4.61
C -5.59 2.41 -1.50
H -6.43 -4.77 -0.84
H -7.03 3.85 -0.78
N -3.09 7.90 -2.96
*
```

Properties
* frontier orbital gap: 0.1549 Eh
* molecular weight: 687.75 g/mol
* F_max: 0.0279 Eh/bohr
* lowest unoccupied orbital energy: 0.066 hartree


[2]
Density functional theory data (wB97M-V/def2-TZVPD) for a cluster of 10 separate species, C24H62IN19O13 in total.

```
! wB97M-V def2-TZVPD RIJCOSX def2/J DEFGRID3
* xyz 0 1
H -6.93 -0.27 -5.14
C -2.62 0.92 2.31
H 0.31 1.65 2.32
O -1.90 -3.58 -2.84
N 4.04 -1.21 8.78
N 3.09 7.77 -3.16
N 3.97 -6.53 6.68
H -4.67 -3.33 1.83
H -1.06 4.13 2.75
H -2.53 1.53 -1.13
H -0.26 0.20 -1.03
C -2.05 0.27 3.59
H -3.69 0.70 2.27
H 0.33 3.15 -0.22
C -5.88 -1.74 -6.08
H -1.73 1.97 -3.70
H -0.62 5.72 3.27
O -1.01 -1.69 -3.74
O 5.00 -3.23 8.41
C 0.44 -2.95 3.72
H -3.23 3.85 -5.74
H -7.92 -1.61 -5.62
H -6.92 -3.44 -6.72
H 2.20 -2.19 7.32
N -0.25 4.92 -6.31
H -2.62 4.60 -7.17
N -1.52 5.49 5.63
N 0.88 -1.96 2.89
C 0.06 -2.77 -1.84
N -3.95 -3.58 -0.60
H 0.88 -2.10 -2.07
C 2.86 1.67 -2.02
H 2.64 -5.67 8.67
O -0.75 -3.13 3.96
H 1.99 3.58 -1.59
H -2.55 2.01 2.47
H 1.18 -5.41 7.79
H 4.79 2.78 -2.13
H 2.39 -3.59 4.10
H -1.43 2.86 -1.64
N 2.14 -5.71 7.81
H 1.13 -4.46 4.89
N 2.99 -2.80 7.48
C -1.57 1.77 -1.59
N -7.02 -1.17 -5.58
H 4.54 -5.99 -3.23
N 4.08 -5.43 -2.54
H -0.35 5.27 -7.24
H -4.62 -1.60 1.83
H 3.95 5.37 -1.21
C 3.06 6.51 -2.64
H 4.82 -0.94 9.35
H 2.45 7.97 -3.91
C -0.44 1.22 -0.68
C 1.42 1.66 0.73
H -0.32 -2.63 -0.83
C -1.07 -2.71 -2.85
H 3.36 1.30 -1.12
H -2.29 -0.80 3.65
H -3.10 -0.23 -2.22
C -0.90 1.28 0.80
C 1.63 2.57 -1.76
H 4.23 2.11 -3.70
O -4.79 -1.19 -6.01
O 2.30 5.65 -3.05
C 2.67 -6.13 6.62
C -1.27 4.35 -5.59
H -3.10 -1.83 -4.11
H 1.84 -1.79 2.68
H 0.64 4.99 -5.85
H 3.43 3.51 -3.06
H 0.45 -3.79 -1.90
H -0.58 0.73 -3.27
C -1.56 1.14 -3.01
H -3.64 -3.54 -1.56
O 3.37 -3.42 -1.77
H -2.18 -0.72 -5.09
N 1.42 -3.72 4.27
H 4.52 -6.50 7.52
H 4.57 6.98 -1.27
H -1.92 5.28 6.53
N -2.47 4.27 -6.24
N -6.04 -2.97 -6.66
H -5.22 -3.41 -7.03
H 2.99 -3.71 7.06
H 0.18 -1.37 2.46
H -1.21 2.34 0.92
N 0.39 1.03 1.51
H -1.12 6.39 5.48
H 3.28 -0.57 8.65
H -2.45 0.78 4.47
H 4.39 -2.50 -3.84
N 3.94 6.29 -1.62
H 1.02 2.57 -2.66
C 0.75 2.19 -0.55
N -1.03 4.83 3.47
O -2.08 3.42 4.90
O -1.96 0.48 1.15
H 3.70 8.50 -2.84
C 3.94 -4.07 -2.62
C 3.92 2.58 -2.76
H 4.95 -4.02 -4.46
C -4.11 -2.40 0.04
H 3.69 -5.88 -1.73
H 4.39 -6.84 5.82
O 2.02 -6.15 5.59
H -4.10 -4.48 -0.18
C -2.28 -1.12 -4.08
H -0.97 0.38 3.60
N -4.51 -2.47 1.34
I 2.44 0.04 -3.41
C -1.58 4.50 4.68
O -3.91 -1.34 -0.54
C 4.07 -2.46 8.23
N 4.48 -3.50 -3.74
C -2.67 0.07 -3.18
H -3.50 0.57 -3.71
O 2.56 1.73 1.11
O -1.11 3.93 -4.46
*
```

Properties
* frontier orbital gap: 0.3262 Eh
* SMILES: CCO[C@H]1NC(=O)[C@@H](C[C@H](C)I)[C@@H]1CCCCOC(C)=O.NC(N)=O.NC(N)=O.NC(N)=O.NC(N)=O.NC(N)=O.NC(N)=O.NC(N)=O.NC(N)=O.NC(N)=O
* molecular weight: 951.78 g/mol
* F_max: 0.0411 Eh/bohr
* lowest unoccupied orbital energy: 0.017 hartree


[3]
Density functional theory data (wB97M-V/def2-TZVPD) for a structure of composition C24H63FMnN5O7.

```
! wB97M-V def2-TZVPD RIJCOSX def2/J DEFGRID3
* xyz 0 7
H 2.39 -2.51 -3.25
H -0.84 1.03 4.38
C -2.81 2.99 3.42
H -0.28 -1.20 -3.15
H -3.02 -4.01 1.48
H -2.04 1.13 -1.75
H 0.63 -3.43 -1.53
N -2.29 -2.66 -0.03
H 0.75 -4.20 -6.72
N 0.70 2.42 0.82
H 3.44 -0.67 1.40
H -0.60 4.86 1.50
Mn -1.82 -0.86 1.13
H 2.01 7.32 0.82
H 1.91 -1.09 -2.23
H 0.53 -0.99 4.22
O -2.21 2.80 4.68
H -1.03 -4.35 -6.22
C -1.65 3.96 5.32
H -1.69 -5.14 -1.08
C -0.62 4.39 0.52
C 7.46 1.24 -0.55
C 1.93 4.49 0.25
O -0.22 -1.57 2.45
C -2.41 -3.98 0.57
C 2.42 6.86 -0.07
H 2.41 7.55 -0.92
H -3.83 3.36 3.51
C -2.48 -5.22 -0.33
H 2.13 4.73 1.29
H 0.94 0.04 2.95
H -2.22 3.65 2.79
H 0.26 -3.26 1.64
H -3.75 -2.95 -1.41
H 2.25 1.04 -1.46
C -3.59 -2.25 -0.60
C -0.32 -3.15 -4.22
H -4.59 -6.52 0.63
N -1.61 0.97 2.34
H 1.56 -2.04 1.59
H -0.01 -4.18 -4.08
C 5.35 0.49 0.09
C -2.89 1.37 -1.11
H -1.41 -4.19 0.96
H 2.14 -0.52 0.40
C -2.89 1.66 2.66
C -3.46 -0.88 -1.35
C -1.16 0.34 3.60
H -0.79 4.30 4.73
C 0.82 -2.53 2.23
H -3.47 0.96 3.26
F -0.21 -0.39 -0.20
H -3.73 1.80 -1.66
H 0.41 3.49 -1.00
H 3.49 6.69 0.04
C -0.20 -3.70 -6.50
C -4.81 -5.72 -0.07
H -5.67 -6.04 -0.65
H 3.95 -0.82 -1.03
H 7.36 2.30 -0.31
H -2.39 4.76 5.31
N -0.10 -2.78 -1.80
H 0.44 1.61 0.27
H 8.14 1.23 -1.39
C 0.21 -2.17 -3.08
H 1.81 -0.98 -3.90
C 3.92 0.09 -0.42
H -1.51 3.75 0.52
H -5.05 -4.83 0.50
H -3.42 1.85 1.72
H -1.90 -0.34 4.01
H -4.41 -2.24 0.12
O -3.74 -5.39 -0.95
C 0.10 -0.55 3.32
H -4.40 -0.68 -1.87
O 1.79 5.68 -0.54
H -2.47 1.98 -0.32
O -3.14 0.19 -0.41
H -0.86 5.09 -0.28
O 6.24 0.70 -0.99
C 0.62 3.65 0.06
H 0.02 -2.02 -1.14
C 3.34 1.12 -1.39
H -0.87 1.64 2.19
C 1.67 -1.71 -3.09
H 1.27 -2.93 3.13
H -0.46 -3.17 -7.41
H -1.31 3.72 6.32
H -2.62 -0.96 -2.04
H 3.67 0.87 -2.40
H 3.49 2.18 -1.21
N 2.98 -0.07 0.74
H 5.39 1.40 0.69
H 2.82 4.00 -0.15
O 0.14 -2.70 -5.49
H -1.41 -3.07 -4.18
H 5.64 -0.33 0.75
H 8.00 0.77 0.28
H -1.71 -2.79 -0.85
H 1.70 2.29 0.89
H -2.32 -6.13 0.26
*
```

Properties
* frontier orbital gap (alpha / beta): 0.1211 / 0.3596 Eh
* expectation value of S²: 12.00
* molecular weight: 607.73 g/mol
* F_max: 0.0553 Eh/bohr
* lowest unoccupied orbital energy (alpha / beta): 0.022 / 0.022 hartree


[4]
Density functional theory data (wB97M-V/def2-TZVPD) for a structure of composition C24H64AgN5O8.

```
! wB97M-V def2-TZVPD RIJCOSX def2/J DEFGRID3
* xyz 1 2
C -21.93 -4.52 -20.55
C -19.39 -5.21 -18.99
C -5.58 3.55 -13.79
H -3.74 4.45 -14.29
H -10.83 -10.08 -15.93
H -3.01 0.41 -18.77
O -11.59 -0.85 -16.94
H -6.01 5.36 -14.81
H -7.17 -10.30 -16.32
H -16.26 0.07 -22.97
N -15.94 0.94 -25.44
H -20.81 -5.61 -17.44
C -10.85 -1.84 -17.04
H -12.79 -8.07 -14.90
O -16.31 -2.69 -25.27
H -5.64 -1.72 -17.52
C -19.72 -5.54 -17.53
C -15.44 -0.35 -23.54
C -6.35 4.33 -14.90
H -19.87 -6.02 -19.54
N -6.18 2.25 -13.62
C -10.23 -9.31 -15.43
H -16.47 -4.57 -26.14
O -7.78 4.37 -14.63
H -10.81 -2.15 -19.10
H -19.80 -3.04 -18.57
C -12.46 -8.80 -14.16
H -10.27 -7.13 -13.78
H -17.65 -1.18 -25.02
C -15.66 -0.42 -25.02
O -10.12 -2.11 -16.10
H -10.30 -8.45 -16.10
N -10.27 -8.04 -13.34
H -15.18 -0.42 -11.10
H -14.72 -0.60 -25.53
O -21.38 -3.87 -19.39
C -13.11 -1.59 -9.34
H -5.85 1.61 -14.33
H -5.30 -0.59 -19.51
H -3.69 2.78 -14.79
H -5.73 4.14 -12.88
N -10.88 -0.55 -9.43
H -23.01 -4.66 -20.49
C -4.48 -1.19 -19.13
H -2.78 -0.39 -20.36
C -14.63 -1.35 -11.22
H -11.84 -3.31 -18.32
H -9.92 -0.76 -9.24
H -4.48 -2.09 -19.74
C -19.97 -3.83 -19.30
H -11.26 0.05 -8.72
C -4.05 3.44 -14.01
H -12.83 -9.75 -14.55
H -19.24 -6.41 -17.09
H -5.90 1.78 -12.77
C -16.93 -3.59 -26.21
H -10.06 -3.52 -18.26
H -14.65 -1.58 -12.29
H -13.41 -0.79 -8.66
C -3.16 -0.50 -19.34
C -10.98 -9.02 -14.05
H -17.44 -4.94 -18.56
H -10.25 -2.41 -7.71
C -8.22 -10.01 -16.42
C -16.71 -1.34 -25.56
C -8.49 5.24 -15.48
H -13.03 -8.55 -13.26
C -10.88 -2.80 -18.23
H -14.49 0.18 -23.44
H -16.90 -1.13 -26.61
H -3.64 3.12 -13.06
C -11.32 -2.38 -7.88
H -16.76 1.41 -25.07
H -17.80 -4.95 -20.19
O -13.33 -1.37 -10.74
H -15.25 -2.14 -10.78
H -16.68 -3.28 -27.23
H -8.15 6.28 -15.44
H -8.64 -10.90 -16.89
H -21.49 -5.49 -20.77
H -10.86 -9.93 -13.47
H -16.17 0.92 -26.42
H -21.69 -3.84 -21.37
Ag -10.65 1.65 -13.10
H -9.31 -8.36 -13.23
H -11.76 -1.75 -7.11
H -19.60 -3.48 -20.26
H -8.20 -9.18 -17.13
H -19.47 -4.75 -16.82
H -15.32 -1.32 -23.06
H -9.56 5.14 -15.31
H -13.65 -2.49 -9.04
H -11.81 -3.36 -7.91
C -11.62 -1.78 -9.24
H -2.33 -1.06 -18.88
O -4.73 -1.56 -17.78
N -18.01 -5.36 -19.29
H -8.42 4.86 -16.50
H -11.33 -2.60 -9.89
O -8.85 -9.70 -15.23
H -6.20 3.94 -15.90
H -18.00 -3.80 -26.19
*
```

Properties
* frontier orbital gap (alpha / beta): 0.1481 / 0.1483 Eh
* expectation value of S²: 0.76
* molecular weight: 658.67 g/mol
* energy above the lowest of the compared OMol25 structures with the same formula, charge and spin: 5.2493 eV
* F_max: 0.0792 Eh/bohr
* lowest unoccupied orbital energy (alpha / beta): -0.226 / -0.226 hartree